Formula: C20H45INO10PS
Source: the Open Molecules 2025 dataset
Level of theory: ωB97M-V with the def2-TZVPD basis set

Each atom is followed by the atoms it is bonded to, with distances in Å.
Cartesian coordinates (Å):
1 N -4.6365 0.8736 1.5856  C2 1.467, H17 1.009, H18 1.009
2 C -3.5493 -0.0534 1.2512  N1 1.467, C3 1.532, H19 1.093, H20 1.096
3 C -2.2077 0.6693 1.0924  C2 1.532, C4 1.531, H21 1.091, H22 1.096
4 C -1.8341 1.4817 2.3357  C3 1.531, C5 1.530, H23 1.096, H24 1.092
5 C -0.8995 2.6689 2.0971  C4 1.530, C6 1.525, H25 1.093, H26 1.096
6 C -1.3330 3.6958 1.0570  C5 1.525, C7 1.524, O16 1.462, H27 1.097
7 C -2.8242 4.0081 1.0718  C6 1.524, C8 1.549, H28 1.092, H29 1.089
8 C -3.2560 5.3343 0.3969  C7 1.549, P9 1.889, C12 1.529, H30 1.092
9 P -4.7938 5.1966 -0.6909  C8 1.889, O10 1.647, I11 2.452
10 O -5.1747 3.5958 -0.6307  P9 1.647, H31 0.968
11 I -6.4507 6.0255 0.9155  P9 2.452
12 C -2.2103 6.0089 -0.4911  C8 1.529, O13 1.436, H32 1.092, H33 1.096
13 O -1.7960 5.1362 -1.5531  C12 1.436, S14 1.640
14 S -0.3947 4.3374 -1.2570  O13 1.640, O15 1.439, O16 1.615
15 O -0.1232 3.6450 -2.4886  S14 1.439
16 O -0.9635 3.1965 -0.2660  C6 1.462, S14 1.615
17 H -5.0448 0.6751 2.4863  N1 1.009
18 H -5.3730 0.8718 0.8963  N1 1.009
19 H -3.7802 -0.5781 0.3203  C2 1.093
20 H -3.4522 -0.8218 2.0264  C2 1.096
21 H -2.2450 1.2801 0.1889  C3 1.091
22 H -1.4447 -0.0989 0.9225  C3 1.096
23 H -1.3133 0.8106 3.0285  C4 1.096
24 H -2.7319 1.8188 2.8580  C4 1.092
25 H 0.1074 2.3254 1.8468  C5 1.093
26 H -0.8120 3.2282 3.0354  C5 1.096
27 H -0.7392 4.6003 1.2392  C6 1.097
28 H -3.1564 4.0345 2.1121  C7 1.092
29 H -3.3470 3.1623 0.6285  C7 1.089
30 H -3.4974 6.0520 1.1835  C8 1.092
31 H -5.0247 3.2021 -1.5017  O10 0.968
32 H -2.6294 6.9009 -0.9606  C12 1.092
33 H -1.3411 6.3374 0.0901  C12 1.096
34 C -0.4632 0.5591 -3.5488  O35 1.415, H43 1.095, H44 1.091, H45 1.091
35 O 0.2203 -0.2626 -4.4754  C34 1.415, C36 1.414
36 C 1.1562 0.4293 -5.2784  O35 1.414, C37 1.512, H46 1.095, H47 1.099
37 C 2.4483 -0.3367 -5.4536  C36 1.512, O38 1.417, H48 1.093, H49 1.092
38 O 3.2409 -0.4483 -4.2839  C37 1.417, C39 1.416
39 C 2.8409 -1.3639 -3.2806  O38 1.416, C40 1.514, H50 1.093, H51 1.094
40 C 3.0740 -2.8225 -3.6137  C39 1.514, O41 1.414, H52 1.099, H53 1.096
41 O 2.1863 -3.2963 -4.6076  C40 1.414, C42 1.408
42 C 2.7705 -4.1107 -5.5971  O41 1.408, H54 1.095, H55 1.090, H56 1.096
43 H -1.2840 1.0975 -4.0347  C34 1.095
44 H -0.8804 -0.0887 -2.7771  C34 1.091
45 H 0.2011 1.2844 -3.0775  C34 1.091
46 H 1.3749 1.4140 -4.8520  C36 1.095
47 H 0.7322 0.5807 -6.2809  C36 1.099
48 H 3.0580 0.2477 -6.1479  C37 1.093
49 H 2.2662 -1.3111 -5.9112  C37 1.092
50 H 1.8075 -1.1980 -2.9667  C39 1.093
51 H 3.4910 -1.1368 -2.4308  C39 1.094
52 H 2.9198 -3.4025 -2.6931  C40 1.099
53 H 4.1156 -2.9583 -3.9257  C40 1.096
54 H 3.7676 -3.7542 -5.8756  C42 1.095
55 H 2.1297 -4.0718 -6.4777  C42 1.090
56 H 2.8487 -5.1528 -5.2676  C42 1.096
57 C 1.8273 -1.0354 1.0117  O58 1.411, H66 1.096, H67 1.090, H68 1.095
58 O 1.4449 -1.4432 2.3075  C57 1.411, C59 1.415
59 C 0.2995 -2.2731 2.3590  O58 1.415, C60 1.513, H69 1.096, H70 1.099
60 C 0.4798 -3.4543 3.2877  C59 1.513, O61 1.415, H71 1.093, H72 1.092
61 O 1.3900 -4.4360 2.8297  C60 1.415, C62 1.417
62 C 2.7790 -4.1643 2.8878  O61 1.417, C63 1.513, H73 1.092, H74 1.093
63 C 3.3814 -4.1917 4.2754  C62 1.513, O64 1.415, H75 1.098, H76 1.096
64 O 2.9721 -3.0861 5.0572  C63 1.415, C65 1.409
65 C 2.6370 -3.3851 6.3925  O64 1.409, H77 1.095, H78 1.090, H79 1.096
66 H 1.2269 -0.1891 0.6581  C57 1.096
67 H 2.8709 -0.7255 1.0592  C57 1.090
68 H 1.7373 -1.8549 0.2904  C57 1.095
69 H 0.0400 -2.6406 1.3598  C59 1.096
70 H -0.5433 -1.6760 2.7355  C59 1.099
71 H -0.4848 -3.9679 3.3245  C60 1.093
72 H 0.7156 -3.1198 4.3001  C60 1.092
73 H 3.0330 -3.2337 2.3761  C62 1.092
74 H 3.2401 -4.9862 2.3342  C62 1.093
75 H 4.4734 -4.1655 4.1605  C63 1.098
76 H 3.1166 -5.1344 4.7670  C63 1.096
77 H 2.1078 -4.3405 6.4711  C65 1.095
78 H 1.9804 -2.5939 6.7536  C65 1.090
79 H 3.5252 -3.4212 7.0329  C65 1.096

HOMO-LUMO gap = 9.0 eV
2S+1 = 1